Entry a
{"formula": "C18H25F3N4O4", "method": "ωB97M-V with the def2-TZVPD basis set", "species": ["C", "C", "C", "C", "N", "C", "O", "C", "C", "O", "N", "C", "C", "N", "C", "O", "C", "N", "C", "O", "C", "F", "F", "F", "C", "C", "C", "C", "C", "H", "H", "H", "H", "H", "H", "H", "H", "H", "H", "H", "H", "H", "H", "H", "H", "H", "H", "H", "H", "H", "H", "H", "H", "H"], "xyz": [[3.691, 6.160, 0.224], [2.259, 5.845, 0.679], [2.196, 5.330, 2.127], [0.778, 4.996, 2.549], [0.031, 5.909, 3.149], [-1.115, 5.316, 3.379], [-1.178, 4.032, 2.948], [0.048, 3.815, 2.400], [0.376, 2.542, 1.806], [1.470, 2.332, 1.284], [-0.612, 1.634, 1.848], [-0.565, 0.250, 1.365], [0.406, -0.723, 2.097], [1.804, -0.303, 2.052], [2.844, -1.134, 1.963], [2.784, -2.328, 2.260], [4.206, -0.511, 1.612], [5.190, -1.274, 2.370], [6.252, -0.776, 3.022], [6.554, 0.418, 2.948], [7.098, -1.757, 3.875], [6.612, -3.002, 3.811], [8.358, -1.765, 3.434], [7.098, -1.360, 5.149], [4.444, -0.622, 0.074], [5.840, -0.107, -0.329], [3.380, 0.102, -0.779], [-1.792, -0.262, 0.647], [-0.562, 0.116, -0.146], [3.705, 6.519, -0.805], [4.146, 6.930, 0.848], [4.325, 5.273, 0.272], [1.642, 6.740, 0.579], [1.828, 5.099, 0.008], [2.833, 4.449, 2.225], [2.633, 6.073, 2.798], [-2.001, 5.710, 3.854], [-1.327, 1.846, 2.525], [0.110, -0.803, 3.144], [0.289, -1.732, 1.690], [1.949, 0.685, 1.837], [4.212, 0.537, 1.923], [4.910, -2.234, 2.531], [4.401, -1.678, -0.200], [5.989, 0.924, -0.005], [6.635, -0.707, 0.114], [5.985, -0.141, -1.409], [3.290, 1.152, -0.494], [3.632, 0.070, -1.840], [2.396, -0.353, -0.681], [-2.057, -1.315, 0.748], [-2.673, 0.378, 0.593], [-0.562, 1.027, -0.747], [0.040, -0.668, -0.605]], "gap_ev": 9.681, "lumo_ev": 0.06, "smiles": "CCCc1ncoc1C(=O)NC1(CNC(=O)[C@@H](NC(=O)C(F)(F)F)C(C)C)CC1"}

=====

Entry b
{"formula": "C18H25F3N4O4", "method": "ωB97M-V with the def2-TZVPD basis set", "species": ["C", "C", "C", "C", "N", "C", "O", "C", "C", "O", "N", "C", "C", "N", "C", "O", "C", "N", "C", "O", "C", "F", "F", "F", "C", "C", "C", "C", "C", "H", "H", "H", "H", "H", "H", "H", "H", "H", "H", "H", "H", "H", "H", "H", "H", "H", "H", "H", "H", "H", "H", "H", "H", "H"], "xyz": [[1.726, 5.176, -0.275], [0.569, 4.400, 0.339], [1.017, 3.031, 0.858], [-0.105, 2.280, 1.482], [-0.415, 2.413, 2.830], [-1.444, 1.660, 3.006], [-1.875, 1.026, 1.908], [-1.005, 1.432, 0.925], [-1.149, 0.895, -0.435], [-0.419, 1.285, -1.340], [-2.108, -0.050, -0.582], [-2.361, -0.725, -1.827], [-1.553, -1.973, -2.067], [-0.114, -1.686, -2.315], [0.722, -2.412, -1.430], [1.285, -3.425, -1.750], [0.970, -1.834, -0.026], [0.737, -2.878, 0.959], [-0.415, -2.957, 1.636], [-1.344, -2.177, 1.577], [-0.524, -4.161, 2.600], [0.544, -4.978, 2.526], [-0.621, -3.730, 3.859], [-1.609, -4.880, 2.315], [2.398, -1.284, 0.081], [2.604, -0.605, 1.430], [2.687, -0.322, -1.069], [-3.784, -0.702, -2.312], [-2.738, 0.131, -2.996], [1.399, 6.148, -0.646], [2.517, 5.346, 0.458], [2.160, 4.627, -1.113], [0.127, 4.968, 1.162], [-0.217, 4.248, -0.405], [1.424, 2.453, 0.028], [1.800, 3.158, 1.609], [-1.988, 1.481, 3.919], [-2.480, -0.466, 0.261], [-1.672, -2.635, -1.202], [-1.963, -2.503, -2.929], [0.022, -0.687, -2.158], [0.255, -1.043, 0.190], [1.382, -3.654, 0.991], [3.075, -2.142, -0.006], [1.940, 0.259, 1.527], [2.402, -1.279, 2.263], [3.631, -0.251, 1.526], [1.965, 0.499, -1.082], [3.683, 0.107, -0.957], [2.651, -0.821, -2.039], [-4.155, -1.584, -2.814], [-4.501, -0.191, -1.686], [-2.752, 1.199, -2.838], [-2.381, -0.184, -3.966]], "gap_ev": 10.080, "lumo_ev": 0.59, "smiles": "CCCc1ncoc1C(=O)NC1(CNC(=O)[C@@H](NC(=O)C(F)(F)F)C(C)C)CC1"}

=====

The least stable of them is entry b.

=====

Entry a
{"formula": "C6H13NO", "method": "ωB97M-V with the def2-TZVPD basis set", "species": ["C", "C", "O", "C", "H", "H", "H", "H", "H", "H", "C", "C", "C", "N", "H", "H", "H", "H", "H", "H", "H"], "xyz": [[0.320, 1.429, 0.312], [1.560, 1.956, 0.224], [1.662, 3.303, 0.519], [2.887, 1.290, -0.050], [0.137, 0.388, 0.099], [-0.560, 2.013, 0.603], [2.502, 3.641, 0.196], [2.683, 0.216, -0.225], [3.470, 1.703, -0.898], [3.443, 1.342, 0.913], [-3.435, -1.629, -0.418], [-2.145, -2.341, 0.173], [0.179, -2.186, -0.284], [-1.001, -1.772, -0.515], [-4.423, -2.040, -0.164], [-3.436, -0.553, -0.178], [-3.319, -1.649, -1.523], [-2.306, -3.418, 0.030], [-2.110, -2.124, 1.246], [0.471, -2.899, 0.528], [0.969, -1.759, -0.911]], "gap_ev": [8.574, 4.381], "total_charge": 1, "s_squared": 0.756, "multiplicity": 2, "lumo_ev": [-4.27, -8.46]}

=====

Entry b
{"formula": "C6H13NO", "method": "ωB97M-V with the def2-TZVPD basis set", "species": ["O", "C", "N", "C", "C", "C", "C", "C", "H", "H", "H", "H", "H", "H", "H", "H", "H", "H", "H", "H", "H"], "xyz": [[-0.310, -2.174, 0.400], [-0.159, -1.361, 1.325], [0.220, -0.107, 0.926], [0.517, 0.046, -0.489], [-0.080, 1.332, -1.058], [-0.870, 1.042, -2.328], [1.011, 2.421, -1.262], [-0.402, -1.731, 2.770], [0.545, 0.573, 1.605], [1.602, -0.028, -0.648], [0.344, -0.862, -1.104], [-0.678, 1.835, -0.304], [-0.500, 1.133, -3.333], [-1.810, 1.589, -2.408], [-1.266, 0.020, -2.292], [0.868, 3.281, -0.559], [0.745, 2.872, -2.230], [2.089, 2.271, -1.355], [-0.033, -0.858, 3.290], [0.125, -2.677, 2.851], [-1.451, -1.806, 3.090]], "gap_ev": [11.528, 6.519], "total_charge": 1, "s_squared": 0.765, "multiplicity": 2, "lumo_ev": [-3.81, -8.78]}

=====

The least stable of them is entry a.

=====

Entry a
{"formula": "C2H3N3S2", "method": "ωB97M-V with the def2-TZVPD basis set", "species": ["S", "S", "N", "C", "C", "N", "N", "H", "H", "H"], "xyz": [[1.778, 1.477, 1.932], [1.785, -0.361, 1.091], [0.561, -0.348, -0.184], [-0.699, -0.867, -0.157], [-1.247, -0.349, -1.361], [-0.417, 0.550, -1.974], [0.647, 0.575, -1.362], [0.941, 1.213, 3.031], [-1.092, -1.414, 0.602], [-2.257, -0.475, -1.617]], "gap_ev": 9.644, "lumo_ev": 0.17, "smiles": "SSn1ccnn1"}

=====

Entry b
{"formula": "C2H3N3S2", "method": "ωB97M-V with the def2-TZVPD basis set", "species": ["N", "C", "N", "C", "S", "S", "N", "H", "H", "H"], "xyz": [[-0.338, 0.043, 0.729], [0.427, 0.925, 0.027], [0.763, 2.095, 0.441], [1.441, 2.871, -0.466], [1.922, 4.391, -0.213], [1.695, 1.982, -2.089], [0.829, 0.679, -1.346], [-0.793, 0.536, 1.425], [0.051, -0.890, 0.809], [0.256, 0.149, -1.940]], "gap_ev": 8.336, "lumo_ev": 0.07, "smiles": "Nc1nc(=S)s[nH]1"}

=====

The least stable of them is entry a.

=====

Entry a
{"formula": "C8H7NS", "method": "ωB97M-V with the def2-TZVPD basis set", "species": ["C", "C", "C", "N", "C", "S", "C", "C", "C", "C", "H", "H", "H", "H", "H", "H", "H"], "xyz": [[2.280, 0.160, 1.333], [1.141, 0.379, 1.067], [-0.173, 0.658, 0.558], [-0.997, 1.379, 1.134], [-1.360, 2.227, 2.114], [-1.542, 1.816, 3.648], [-0.688, -0.244, -0.550], [-0.559, -1.791, -0.596], [0.091, -0.901, -1.635], [0.919, -0.754, -2.671], [3.181, -0.049, 1.695], [-1.649, 3.202, 1.735], [-1.622, 0.025, -0.857], [0.116, -2.266, 0.122], [-1.428, -2.479, -0.644], [1.103, -1.625, -3.319], [1.186, 0.264, -3.134]], "gap_ev": 8.319, "lumo_ev": -0.21, "smiles": "C#C/C(=N\\C=S)[C@@H]1CC1=C"}

=====

Entry b
{"formula": "C8H7NS", "method": "ωB97M-V with the def2-TZVPD basis set", "species": ["C", "C", "C", "C", "C", "C", "C", "C", "N", "S", "H", "H", "H", "H", "H", "H", "H"], "xyz": [[-1.921, -0.446, 0.066], [-1.054, -1.078, 0.947], [-1.409, 0.082, -1.137], [0.253, -1.260, 0.660], [-0.111, -0.210, -1.474], [0.781, -0.814, -0.582], [0.155, 2.397, 0.809], [2.120, -0.877, -0.892], [1.177, 1.907, 1.012], [3.339, -0.213, -0.022], [-3.008, -0.150, 0.239], [-1.324, -1.651, 1.869], [-1.958, 0.429, -2.029], [0.821, -1.793, 1.369], [0.262, 0.305, -2.417], [-0.778, 2.640, 0.666], [2.654, 0.732, 0.917]], "gap_ev": [7.466, 7.466], "lumo_ev": [-0.07, -0.07]}

=====

The least stable of them is entry a.

=====

Entry a
{"formula": "CH5BS", "method": "ωB97M-V with the def2-TZVPD basis set", "species": ["B", "C", "S", "H", "H", "H", "H", "H"], "xyz": [[-0.214, 1.065, 0.306], [-0.094, -0.931, 0.221], [1.392, 0.087, 0.053], [-0.451, 1.316, -0.740], [-0.657, 1.369, 1.302], [-0.156, -1.663, -0.505], [-0.091, -1.313, 1.237], [1.003, -0.007, -1.156]], "gap_ev": 9.259, "lumo_ev": 0.57}

=====

Entry b
{"formula": "CH5BS", "method": "ωB97M-V with the def2-TZVPD basis set", "species": ["C", "B", "S", "H", "H", "H", "H", "H"], "xyz": [[-0.894, 0.344, -0.039], [0.808, -0.194, 0.066], [0.921, -1.803, -0.729], [-1.538, -0.482, -0.584], [-1.137, 1.354, -0.473], [-1.301, 0.377, 0.904], [1.438, 0.659, 0.632], [2.147, -2.142, -0.711]], "gap_ev": 11.082, "lumo_ev": 0.58, "smiles": "CBS"}

=====

The least stable of them is entry a.